Version one
{"formula": "C4H11NO3", "method": "ωB97M-V/def2-TZVPD", "multiplicity": 1, "smiles": "COCCNC=O.O", "homo_energy_ev": -9.452, "lumo_ev": 0.42, "symbols": ["C", "O", "C", "C", "N", "C", "O", "H", "H", "H", "H", "H", "H", "H", "H", "H", "O", "H", "H"], "xyz": [[0.000, 0.000, 0.000], [-0.678, 0.231, 1.232], [0.172, 0.297, 2.340], [-0.645, 0.684, 3.590], [0.117, 0.468, 4.873], [0.300, -0.696, 5.402], [0.124, -1.854, 4.850], [0.769, 0.783, -0.110], [-0.705, 0.079, -0.844], [0.493, -0.986, -0.044], [0.635, -0.697, 2.498], [0.990, 1.032, 2.210], [-1.503, 0.000, 3.741], [-1.041, 1.717, 3.557], [0.252, 1.317, 5.428], [0.756, -0.581, 6.415], [0.970, 3.430, 7.440], [1.717, 4.055, 7.300], [0.306, 3.946, 7.950]]}



Version two
{"formula": "C4H11NO3", "method": "ωB97M-V/def2-TZVPD", "multiplicity": 1, "smiles": "C[C@@H](O)CC(N)=O.O", "homo_energy_ev": -9.386, "lumo_ev": 0.29, "symbols": ["C", "C", "O", "C", "C", "N", "O", "H", "H", "H", "H", "H", "H", "H", "H", "H", "O", "H", "H"], "xyz": [[2.302, -0.057, -1.524], [1.605, -0.088, -0.177], [2.027, 1.100, 0.671], [0.105, -0.380, -0.167], [-0.432, -0.384, 1.264], [-1.801, -0.673, 1.546], [0.390, -0.037, 2.155], [2.077, 0.730, -2.272], [3.433, -0.026, -1.239], [2.145, -1.070, -2.007], [2.075, -0.900, 0.357], [1.642, 0.869, 1.603], [-0.443, 0.258, -0.913], [0.021, -1.411, -0.512], [-2.491, -0.140, 0.958], [-2.084, -0.813, 2.509], [-3.228, 0.742, -0.802], [-4.152, 0.629, -0.957], [-3.190, 1.650, -0.493]]}



Version three
{"formula": "C4H11NO3", "method": "ωB97M-V/def2-TZVPD", "multiplicity": 1, "smiles": "CC(=O)NCCO.O", "homo_energy_ev": -9.906, "lumo_ev": 0.46, "symbols": ["C", "C", "O", "N", "C", "C", "O", "H", "H", "H", "H", "H", "H", "H", "H", "H", "O", "H", "H"], "xyz": [[-2.067, 0.242, 1.234], [-1.476, 0.799, -0.029], [-2.162, 1.123, -0.983], [-0.127, 1.010, -0.043], [0.880, 0.445, 0.850], [2.074, -0.132, 0.090], [2.657, -1.234, 0.782], [-1.509, -0.576, 1.679], [-2.163, 1.053, 1.951], [-3.062, -0.123, 1.012], [0.222, 1.398, -0.905], [1.222, 1.195, 1.569], [0.460, -0.359, 1.461], [2.877, 0.587, -0.009], [1.781, -0.418, -0.926], [2.181, -2.035, 0.538], [-0.607, -1.248, -3.060], [-0.295, -0.330, -3.058], [-0.887, -1.397, -2.151]]}



Most stable: version three. Least stable: version one.



Version one
{"formula": "C7H12O2", "method": "ωB97M-V/def2-TZVPD", "multiplicity": 1, "homo_energy_ev": -7.587, "lumo_ev": 0.67, "symbols": ["C", "C", "C", "C", "C", "C", "C", "O", "O", "H", "H", "H", "H", "H", "H", "H", "H", "H", "H", "H", "H"], "xyz": [[-1.781, 0.076, -0.794], [-0.284, -2.037, -0.258], [1.009, 1.450, -1.041], [1.656, 0.016, 0.936], [-1.619, 0.121, 0.670], [-0.462, -0.545, -0.298], [0.585, 0.412, -0.041], [-0.653, 1.503, 0.923], [-2.196, -0.290, 1.657], [-0.455, 1.425, 1.867], [-1.760, 0.991, -1.375], [-2.524, -0.641, -1.123], [0.511, -2.337, 0.426], [-0.049, -2.449, -1.245], [-1.203, -2.511, 0.097], [1.249, -0.567, 1.762], [1.743, 0.978, -1.705], [0.181, 1.802, -1.651], [1.482, 2.306, -0.561], [2.403, -0.598, 0.424], [2.166, 0.896, 1.328]]}



Version two
{"formula": "C7H12O2", "method": "ωB97M-V/def2-TZVPD", "multiplicity": 1, "smiles": "C=C(CO)/C(C)=C(/C)O", "homo_energy_ev": -7.983, "lumo_ev": 0.70, "symbols": ["C", "C", "C", "O", "C", "C", "C", "C", "O", "H", "H", "H", "H", "H", "H", "H", "H", "H", "H", "H", "H"], "xyz": [[1.641, 1.336, 0.984], [1.147, 0.267, 0.394], [1.018, -1.143, 1.320], [2.246, -1.287, 1.959], [-0.009, -0.009, -0.467], [0.220, -0.917, -1.648], [-1.196, 0.587, -0.233], [-2.327, 0.708, -1.205], [-1.393, 1.227, 0.972], [1.802, 2.243, 0.421], [2.136, 1.271, 1.944], [0.231, -0.950, 2.057], [0.754, -2.038, 0.747], [2.408, -2.223, 2.120], [0.150, -0.360, -2.581], [1.209, -1.369, -1.591], [-0.510, -1.728, -1.678], [-3.274, 0.479, -0.712], [-2.397, 1.731, -1.588], [-2.205, 0.029, -2.043], [-1.652, 2.147, 0.828]]}



Version three
{"formula": "C7H12O2", "method": "ωB97M-V/def2-TZVPD", "multiplicity": 1, "homo_energy_ev": [-6.199, -6.197], "lumo_ev": [0.58, 0.58], "symbols": ["C", "C", "C", "O", "O", "H", "H", "H", "H", "H", "H", "C", "C", "C", "C", "H", "H", "H", "H", "H", "H"], "xyz": [[-1.162, -0.554, 1.334], [-0.748, -2.421, 0.011], [-1.413, 0.913, 1.356], [-1.190, -1.180, 0.223], [-0.900, -1.246, 2.507], [-0.835, -0.620, 3.233], [-1.072, -2.855, -0.916], [-0.410, -3.028, 0.830], [-0.528, 1.472, 1.677], [-2.244, 1.160, 2.017], [-1.664, 1.231, 0.348], [0.835, 0.548, -1.858], [1.577, 0.876, -0.658], [0.757, -0.681, -2.359], [1.692, 2.111, -0.175], [0.326, 1.368, -2.342], [2.047, 0.044, -0.146], [0.198, -0.889, -3.261], [1.230, 2.948, -0.656], [1.256, -1.516, -1.893], [2.247, 2.321, 0.729]]}



Version four
{"formula": "C7H12O2", "method": "ωB97M-V/def2-TZVPD", "multiplicity": 1, "smiles": "C=C(C)OC.C=CC=O", "homo_energy_ev": [-8.241, -8.239], "lumo_ev": [-0.24, -0.24], "symbols": ["C", "C", "C", "O", "C", "H", "H", "H", "H", "H", "H", "H", "H", "C", "C", "C", "O", "H", "H", "H", "H"], "xyz": [[-1.107, 1.499, -0.499], [-0.159, 0.506, -0.555], [0.547, 0.314, -1.879], [-0.700, -0.888, -0.136], [-2.024, -1.306, -0.424], [-1.110, 2.306, -1.213], [-1.990, 1.475, 0.122], [1.050, 1.242, -2.152], [-0.155, 0.108, -2.687], [1.188, -0.564, -1.853], [-2.732, -0.535, -0.742], [-2.415, -1.799, 0.468], [-2.029, -2.020, -1.249], [2.573, -0.003, 0.953], [1.345, 0.533, 1.187], [0.235, -0.450, 2.047], [0.335, -1.587, 2.393], [3.464, 0.325, 1.470], [2.632, -0.910, 0.367], [1.393, 1.451, 1.771], [-0.342, 0.302, 2.613]]}



Most stable: version two. Least stable: version four.



Version one
{"formula": "C4H11N2O", "method": "ωB97M-V/def2-TZVPD", "multiplicity": 2, "s2": 0.756, "homo_energy_ev": [-20.905, -20.889], "lumo_ev": [-9.33, -14.23], "charge": 2, "symbols": ["O", "C", "N", "C", "N", "C", "C", "H", "H", "H", "H", "H", "H", "H", "H", "H", "H", "H"], "xyz": [[0.909, -2.304, 0.840], [1.441, -1.341, 0.331], [2.647, -1.277, -0.332], [0.552, -0.085, 0.602], [-0.956, -0.503, 0.400], [-1.884, 0.466, -0.277], [-1.078, 1.829, -0.548], [3.030, -0.511, -0.899], [3.353, -2.077, -0.403], [1.008, 0.999, 0.202], [0.582, -0.130, 1.719], [-0.729, -1.342, -0.164], [-1.142, -0.924, 1.290], [-2.034, -0.040, -1.237], [-2.841, 0.670, 0.340], [-0.327, 1.860, -1.344], [-1.942, 2.420, -0.797], [-0.590, 2.289, 0.278]]}



Version two
{"formula": "C4H11N2O", "method": "ωB97M-V/def2-TZVPD", "multiplicity": 2, "s2": 0.756, "homo_energy_ev": [-18.854, -18.844], "lumo_ev": [-8.71, -12.51], "charge": 2, "symbols": ["C", "N", "C", "N", "H", "H", "H", "H", "H", "H", "H", "C", "C", "O", "H", "H", "H", "H"], "xyz": [[-1.557, -1.215, -1.229], [-0.137, -1.527, -1.037], [0.593, -1.130, -0.033], [1.876, -1.402, 0.122], [-2.190, -2.006, -0.832], [-1.742, -1.129, -2.297], [-1.788, -0.264, -0.753], [0.315, -2.118, -1.726], [0.100, -0.549, 0.740], [2.406, -1.834, -0.619], [2.405, -0.817, 0.753], [0.401, 2.277, 0.079], [-0.365, 1.858, 1.151], [0.191, 1.449, 2.255], [-0.081, 2.508, -0.866], [1.471, 2.448, 0.155], [-1.453, 1.853, 1.138], [-0.443, 1.598, 2.998]]}



Most stable: version two. Least stable: version one.



Version one
{"formula": "C2H3OPS", "method": "ωB97M-V/def2-TZVPD", "multiplicity": 1, "homo_energy_ev": -9.217, "lumo_ev": 0.04, "symbols": ["C", "C", "O", "P", "S", "H", "H", "H"], "xyz": [[-0.222, 0.086, 0.352], [0.728, -0.891, 0.343], [3.298, -0.255, 0.550], [0.795, 1.558, 0.122], [2.143, -0.170, -0.444], [-1.304, 0.173, 0.627], [0.604, -1.876, 0.632], [0.489, 2.400, -1.053]]}



Version two
{"formula": "C2H3OPS", "method": "ωB97M-V/def2-TZVPD", "multiplicity": 1, "homo_energy_ev": [-8.579, -8.346], "lumo_ev": [-1.40, -1.63], "symbols": ["C", "C", "O", "P", "S", "H", "H", "H"], "xyz": [[0.174, -0.979, -0.351], [0.459, 0.313, -0.749], [-0.276, -1.341, 0.763], [-0.817, 1.222, 1.774], [0.389, 1.703, 0.223], [0.690, -1.640, -1.042], [0.985, 0.419, -1.762], [-1.605, 0.303, 1.144]]}



Most stable: version two. Least stable: version one.